Density functional theory data (wB97M-V/def2-TZVPD) for an isolated molecule of C24H25NO5.

ΔE to the lowest compared entry with this formula, charge and spin in kcal/mol: 0.0
F_max in eV/A: 0.7
SMILES string: CCOC(=O)CN1C(=O)[C@](O)(CC(=O)c2ccc3c(c2)CCCC3)c2ccccc21
Calculated total energy in hartree: -1360.578160
Kohn-Sham gap in eV: 8.85

Cartesian coordinates (Å):
C: 2.24233 -0.07450 2.20041
C: 1.23465 0.98747 2.59763
O: 0.60462 1.47105 1.40720
C: -0.08209 2.60772 1.50243
O: -0.25732 3.21340 2.52422
C: -0.60753 3.04561 0.13938
N: 0.20396 2.53137 -0.92633
C: -0.24695 1.62118 -1.83922
O: -1.38783 1.23135 -1.92104
C: 0.96633 1.15466 -2.67722
O: 0.79533 1.31466 -4.05020
C: 1.20851 -0.33321 -2.29525
C: -0.02257 -1.12642 -2.68946
O: -0.32175 -1.20436 -3.86765
C: -0.82451 -1.78044 -1.64191
C: -1.67140 -2.82154 -2.03048
C: -2.46678 -3.45169 -1.10122
C: -2.46879 -3.05369 0.23343
C: -1.64797 -1.99714 0.62601
C: -0.82554 -1.38331 -0.30833
C: -1.61563 -1.51277 2.05111
C: -2.83100 -1.97056 2.84892
C: -3.02508 -3.46895 2.65532
C: -3.38681 -3.74603 1.20059
C: 2.07222 2.02140 -2.13421
C: 3.39474 2.12098 -2.49873
C: 4.21146 2.99211 -1.78581
C: 3.70667 3.73406 -0.73157
C: 2.37058 3.64425 -0.36090
C: 1.56461 2.78446 -1.08004
H: 2.75599 -0.43754 3.08560
H: 2.97281 0.34363 1.51193
H: 1.74163 -0.90852 1.71509
H: 0.46639 0.58223 3.26471
H: 1.71738 1.83003 3.10373
H: -0.66442 4.13865 0.11976
H: -1.61532 2.63688 -0.00318
H: 0.23663 0.58260 -4.37149
H: 1.45640 -0.41772 -1.23974
H: 2.05158 -0.68449 -2.89485
H: -1.68316 -3.11936 -3.06782
H: -3.11175 -4.26310 -1.40741
H: -0.21780 -0.55231 0.01844
H: -1.54976 -0.42245 2.05701
H: -0.70788 -1.90002 2.52791
H: -2.69046 -1.73392 3.90537
H: -3.72047 -1.44188 2.50028
H: -3.81504 -3.84180 3.30959
H: -2.10048 -3.99077 2.91265
H: -3.37798 -4.82086 1.00398
H: -4.40617 -3.39350 1.00997
H: 3.78209 1.54366 -3.32319
H: 5.25147 3.08952 -2.05696
H: 4.35906 4.40032 -0.18723
H: 1.98276 4.22959 0.45876

=====

Density functional theory data (wB97M-V/def2-TZVPD) for a structure of composition C24H26AsMnN3O2S.

Total charge: +1
ΔE to the lowest compared entry with this formula, charge and spin in kcal/mol: 15.2
F_max in eV/A: 0.5
Calculated total energy in hartree: -5029.620399
Multiplicity: 5
Kohn-Sham gap (spin up / spin down) in eV: 5.55 / 6.76

Cartesian coordinates (Å):
Mn: -2.08972 0.94251 2.14034
C: -2.29808 2.15649 4.19436
C: -3.15501 2.61924 3.14122
C: -4.14312 1.62096 2.89743
C: -3.80369 0.50855 3.66624
C: -2.66395 0.85677 4.48929
H: -1.48689 2.71018 4.63600
H: -3.15941 3.61986 2.73614
H: -4.97325 1.69310 2.21304
H: -4.34870 -0.42153 3.71223
H: -2.22456 0.22034 5.24081
C: 5.40365 -0.81134 -2.49623
O: 4.69389 -1.59827 -3.43542
C: 3.41931 -1.24605 -3.72473
C: 2.73782 -0.19637 -3.11214
C: 1.42379 0.07357 -3.46930
C: 0.79874 -0.68315 -4.44411
C: 1.50359 -1.69296 -5.09866
C: 2.79360 -1.99760 -4.72292
N: -0.51070 -0.40626 -4.96115
N: -1.47881 -0.17019 -4.23284
C: -1.40722 -0.31923 -2.80108
C: -1.05838 -1.49468 -2.19408
C: -1.14411 -1.65681 -0.79701
C: -1.54916 -0.61673 0.00498
O: -1.63903 -0.69890 1.34121
C: -1.94195 0.60078 -0.62492
N: -2.40308 1.59037 0.19903
C: -2.89299 2.69384 -0.32747
C: -2.93321 2.90941 -1.71331
C: -2.43930 1.94840 -2.55405
C: -1.92385 0.74686 -2.02095
H: 6.39960 -1.23937 -2.43617
H: 4.93208 -0.85148 -1.51015
H: 5.47542 0.22819 -2.82484
H: 3.22040 0.42420 -2.37164
H: 0.91135 0.90153 -2.99420
H: 1.01841 -2.23334 -5.90068
H: 3.35014 -2.78804 -5.20664
H: -0.71499 -2.32458 -2.79730
H: -0.90918 -2.61662 -0.35795
H: -3.25671 3.44675 0.35911
H: -3.35446 3.82842 -2.09314
H: -2.46148 2.07819 -3.62822
C: 2.80195 -0.09222 3.95731
As: 1.17973 -0.40458 2.97896
C: 1.64958 -1.48908 1.46319
C: 0.08990 -1.51507 4.10589
S: 0.36783 1.48472 2.47204
H: 3.30912 -1.03863 4.13910
H: 2.55618 0.38985 4.90099
H: 3.43892 0.56855 3.37285
H: 2.50871 -2.10448 1.72707
H: 1.88684 -0.84702 0.61799
H: 0.80081 -2.11818 1.21533
H: 0.57922 -2.48549 4.19082
H: -0.88763 -1.64056 3.64684
H: 0.00201 -1.06279 5.09148